Record 1
The following is a DFT calculation (wB97M-V/def2-TZVPD) of an isolated molecule of C3H6N2O at a distorted geometry.

Last column: natural (NBO) charge in e.
Geometry (Å):
C -2.21223 0.28418 -0.22259  -0.05
C 1.52654 -0.03525 0.10521  0.69
C 0.02841 0.67260 0.11701  -0.37
N -1.06427 -0.21857 -0.17892  -0.43
N 1.60677 -1.38125 0.03646  -0.82
O 2.43976 0.69654 0.20304  -0.60
H -3.08581 -0.42468 -0.36950  0.19
H -2.29563 1.40634 -0.17648  0.15
H -0.04485 1.09197 1.22000  0.22
H -0.06409 1.60303 -0.54894  0.22
H 0.72549 -1.95271 -0.15098  0.42
H 2.43991 -1.74220 -0.03430  0.38

total charge: 0
structure (SMILES): C=NCC(N)=O
relative energy (zero: lowest compared OMol25 entry of this formula, charge and spin): 43.9 kcal per mole
largest force on an atom: 7.8 eV/Å
frontier orbital gap: 10.574 eV



Record 2
The following is a DFT calculation (wB97M-V/def2-TZVPD) of an isolated molecule of C3H6N2O at a distorted geometry.

Last column: natural (NBO) charge in e.
Geometry (Å):
C -1.43287 -0.67849 0.80691  -0.42
N 0.01117 -0.56866 0.60625  -0.61
C 0.56613 0.26373 -0.32562  0.31
N -0.08910 1.01316 -1.13639  -0.73
C 2.07555 0.62292 -0.76128  0.40
O 3.16804 0.27910 -0.39884  -0.50
H -1.88933 0.27353 1.11614  0.20
H -1.63284 -1.40830 1.59780  0.22
H -1.95596 -1.02559 -0.09593  0.20
H 0.60412 -1.10109 1.21740  0.40
H -1.09627 0.99197 -1.07983  0.35
H 1.67137 1.33772 -1.54660  0.17

total charge: 0
structure (SMILES): [H]/N=C(/C=O)NC
relative energy (zero: lowest compared OMol25 entry of this formula, charge and spin): 50.1 kcal per mole
largest force on an atom: 1.8 eV/Å
frontier orbital gap: 10.327 eV



Record 3
The following is a DFT calculation (wB97M-V/def2-TZVPD) of a cluster of 2 separate species, C3H6N2O in total at a distorted geometry.

Last column: natural (NBO) charge in e.
Geometry (Å):
N 0.61947 -1.52490 -0.87189  -0.77
C 0.15546 -0.47578 -1.52895  -0.11
C -0.89340 0.73837 0.64824  -0.19
O -0.58262 -0.28885 1.55016  -0.68
C 0.05243 1.87158 0.73597  0.24
N 0.81960 2.73742 0.78084  -0.32
H 0.03052 -2.34690 -0.79116  0.39
H 1.57987 -1.65793 -0.56018  0.38
H 0.94392 0.30345 -1.50200  0.13
H -0.92810 0.36941 -0.40857  0.24
H -1.90586 1.08427 0.85169  0.23
H 0.11445 -0.82757 1.14615  0.47

total charge: 0
relative energy (zero: lowest compared OMol25 entry of this formula, charge and spin): 94.4 kcal per mole
largest force on an atom: 1.2 eV/Å
frontier orbital gap: 9.534 eV



Record 4
The following is a DFT calculation (wB97M-V/def2-TZVPD) of an isolated molecule of C3H6N2O at a distorted geometry.

Last column: natural (NBO) charge in e.
Geometry (Å):
C 0.67658 -0.63933 -0.44597  0.19
C -0.58950 1.41894 0.18599  -0.23
C 0.18521 1.68680 -1.02450  -0.26
H -0.45079 -2.08743 1.91400  0.48
H 1.55354 -0.64874 -1.14740  0.19
H -0.06565 1.43402 1.15959  0.20
H -1.63495 1.69254 0.27210  0.21
H -0.24754 2.13897 -1.92540  0.21
H 1.20962 1.90963 -0.81601  0.19
N 0.64777 -1.49705 0.47931  -0.17
N -0.31540 0.33054 -0.72914  -0.42
O -0.54056 -1.38399 1.24985  -0.59

total charge: 0
structure (SMILES): O/N=C\N1CC1
relative energy (zero: lowest compared OMol25 entry of this formula, charge and spin): 88.5 kcal per mole
largest force on an atom: 1.6 eV/Å
frontier orbital gap: 10.144 eV



Record 5
The following is a DFT calculation (wB97M-V/def2-TZVPD) of an isolated molecule of C3H6N2O at a distorted geometry.

Last column: natural (NBO) charge in e.
Geometry (Å):
N 0.37416 1.02116 0.92392  -0.82
C 0.36208 -0.27854 0.26617  -0.18
C -0.88537 -0.37814 -0.62261  -0.05
O -2.04926 0.02121 0.05595  -0.71
C 1.56853 -0.57590 -0.53832  0.25
N 2.52462 -0.81394 -1.14483  -0.31
H 1.30652 1.27379 1.23295  0.38
H 0.05385 1.74300 0.28687  0.37
H 0.31123 -1.05717 1.03957  0.22
H -0.74396 0.27446 -1.49645  0.17
H -0.98723 -1.40852 -0.98565  0.18
H -1.83518 0.17861 0.98241  0.48

total charge: 0
structure (SMILES): N#C[C@@H](N)CO
relative energy (zero: lowest compared OMol25 entry of this formula, charge and spin): 33.8 kcal per mole
largest force on an atom: 1.1 eV/Å
frontier orbital gap: 11.309 eV



Record 6
The following is a DFT calculation (wB97M-V/def2-TZVPD) of a cluster of 2 separate species, C3H6N2O in total.

Last column: natural (NBO) charge in e.
Geometry (Å):
C -0.50018 0.03426 1.76873  -0.73
C -0.36066 -0.21015 -2.33751  0.65
N -0.53473 0.74589 -1.59347  -0.75
N -0.32430 -1.21511 -3.04268  -0.74
C 0.97293 0.22909 1.56455  0.46
O 1.48971 0.58656 0.52683  -0.55
H -1.05483 0.19444 0.84134  0.25
H -0.85029 0.73356 2.53754  0.24
H -0.68803 -0.97698 2.14735  0.24
H 0.20836 0.92063 -0.91170  0.42
H 0.10845 -1.12693 -3.95369  0.39
H 1.61268 0.03122 2.44785  0.11

total charge: 0
structure (SMILES): N=C=N.CC=O
relative energy (zero: lowest compared OMol25 entry of this formula, charge and spin): 38.4 kcal per mole
largest force on an atom: 0.7 eV/Å
frontier orbital gap: 10.961 eV



Record 7
The following is a DFT calculation (wB97M-V/def2-TZVPD) of an isolated molecule of C3H6N2O.

Last column: natural (NBO) charge in e.
Geometry (Å):
C 1.47066 -1.26576 1.41005  -0.41
N 0.51693 -0.57109 0.65260  -0.50
C -0.51390 -0.37405 0.00235  0.32
N -0.38358 0.69232 -0.90604  -0.63
C -1.19172 1.19729 -1.87124  0.53
O -0.81100 2.02947 -2.66491  -0.59
H 1.18759 -1.44672 2.45111  0.20
H 1.70587 -2.21295 0.90853  0.21
H 2.37850 -0.65007 1.40713  0.19
H -1.49824 -0.87864 -0.00077  0.15
H 0.57471 1.02236 -0.89759  0.41
H -2.21456 0.78520 -1.85436  0.11

total charge: 0
structure (SMILES): C/N=C/NC=O
relative energy (zero: lowest compared OMol25 entry of this formula, charge and spin): 48.1 kcal per mole
largest force on an atom: 0.5 eV/Å
frontier orbital gap: 9.712 eV



Record 8
The following is a DFT calculation (wB97M-V/def2-TZVPD) of an isolated molecule of C3H6N2O at a distorted geometry.

Last column: natural (NBO) charge in e.
Geometry (Å):
C 0.88656 -0.25657 0.08221  0.41
C -0.08067 0.91374 0.30043  -0.49
C -1.32517 0.22859 -0.24973  -0.07
H 2.69695 0.50511 -0.22739  0.35
H 0.10190 1.82425 -0.14713  0.23
H -0.03648 0.88574 1.45113  0.22
H -2.30956 0.66831 0.05823  0.20
H -1.02209 0.34095 -1.24428  0.15
H 0.15322 -2.22627 -0.19689  0.38
N 2.14000 -0.43263 -0.15554  -0.69
N 0.04287 -1.37905 0.28953  -0.33
O -1.24753 -1.07216 0.03941  -0.37

total charge: 0
structure (SMILES): [H]/N=C1\CCON1
relative energy (zero: lowest compared OMol25 entry of this formula, charge and spin): 90.1 kcal per mole
largest force on an atom: 5.0 eV/Å
frontier orbital gap: 9.450 eV



In eV, the HOMO level values for the records above are, in order, -9.62, -9.58, -9.09, -9.09, -10.62, -10.05, -8.85, -8.54.